{"formula": "C7H12", "method": "wB97M-V/def2-TZVPD", "symbols": ["C", "C", "C", "C", "C", "C", "C", "H", "H", "H", "H", "H", "H", "H", "H", "H", "H", "H", "H"], "coordinates": [[-2.852, 0.718, 0.422], [-2.082, -0.008, -0.697], [-0.610, -0.045, -0.309], [0.383, -0.747, -1.244], [1.690, -0.607, -0.588], [2.572, -0.339, 0.190], [3.555, 0.030, 1.209], [-3.420, 0.021, 1.046], [-2.145, 1.234, 1.085], [-3.547, 1.469, 0.038], [-2.468, -1.025, -0.841], [-2.205, 0.508, -1.658], [-0.522, -0.514, 0.680], [-0.265, 0.989, -0.180], [0.118, -1.803, -1.382], [0.381, -0.284, -2.239], [3.036, 0.483, 2.062], [4.276, 0.761, 0.832], [4.104, -0.842, 1.577]], "fmax_ev_per_a": 0.53, "charge": 0, "homo_lumo_gap_ev": 10.362, "homo_energy_ev": -9.29, "de_lowest_kcal_mol": 35.55, "spin_multiplicity": 1, "lumo_energy_ha": 0.0394}